Record 1
Below is 2 unconnected molecules or ions with the total composition C4H14N2O, with properties calculated with ωB97M-V with the def2-TZVPD basis set.

Its SMILES is NCCCCN.O. As for the lowest unoccupied orbital energy: 0.940 eV. The multiplicity is 1. The energy above the lowest of the compared OMol25 structures with the same formula, charge and spin is 2.0495 eV. The charge is 0. As for the frontier orbital gap: 9.59 eV.

Each line ends with the Löwdin charge.
CARTESIAN COORDINATES (ANGSTROEM)
N: -2.95 -0.12 -1.45  -0.017
C: -1.67 -0.63 -1.00  -0.310
C: -0.85 0.37 -0.18  -0.197
C: 0.25 -0.40 0.62  -0.214
C: 0.80 0.47 1.73  -0.280
N: 1.74 1.51 1.25  -0.008
H: -2.88 0.85 -1.72  0.063
H: -3.68 -0.17 -0.75  0.063
H: -1.18 -1.13 -1.87  0.119
H: -1.70 -1.48 -0.31  0.097
H: -0.23 0.98 -0.85  0.108
H: -1.45 1.07 0.38  0.103
H: 0.96 -0.71 -0.13  0.060
H: -0.12 -1.28 1.17  0.112
H: 0.08 1.04 2.32  0.098
H: 1.31 -0.17 2.47  0.112
H: 1.61 2.17 0.52  0.053
H: 2.59 1.51 1.78  0.047
O: 2.51 -1.17 -1.67  -0.047
H: 3.15 -1.13 -0.97  0.031
H: 1.71 -1.59 -1.34  0.008

Record 2
Below is 2 unconnected molecules or ions with the total composition C5H14N2O, with properties calculated with ωB97M-V with the def2-TZVPD basis set.

As for the lowest unoccupied orbital energy: -6.640 eV. The multiplicity is 1. The energy above the lowest of the compared OMol25 structures with the same formula, charge and spin is 1.4848 eV. The charge is +2. As for the frontier orbital gap: 11.66 eV.

Each line ends with the Löwdin charge.
CARTESIAN COORDINATES (ANGSTROEM)
C: -2.45 0.75 -1.01  -0.115
C: -1.36 0.04 -0.27  -0.108
C: -2.76 -0.55 -0.36  -0.283
C: 2.85 1.15 -0.11  0.043
C: 2.58 -0.28 0.16  -0.407
N: -3.77 -0.48 0.70  0.209
N: 3.87 -1.00 0.49  0.269
O: 1.53 -0.81 0.19  0.194
H: -2.70 1.71 -0.50  0.126
H: -2.49 1.08 -2.10  0.150
H: -0.89 0.47 0.69  0.141
H: -2.91 -1.49 -1.00  0.191
H: 3.35 1.62 0.64  0.072
H: 3.21 1.45 -1.07  0.109
H: 1.80 1.58 -0.26  0.142
H: -4.68 -0.29 0.28  0.180
H: -3.41 0.37 1.34  0.240
H: -3.85 -1.20 1.41  0.174
H: 4.46 -0.59 1.21  0.180
H: 3.89 -2.03 0.78  0.216
H: 4.37 -0.98 -0.42  0.195
H: -0.64 -0.53 -0.81  0.082

Record 3
Below is a single C6H9N molecule, with properties calculated with ωB97M-V with the def2-TZVPD basis set.

As for the lowest unoccupied orbital energy: 0.521 eV. The multiplicity is 1. The energy above the lowest of the compared OMol25 structures with the same formula, charge and spin is 4.5350 eV. The charge is 0. As for the frontier orbital gap: 8.42 eV.

Each line ends with the Löwdin charge.
CARTESIAN COORDINATES (ANGSTROEM)
C: -0.01 1.67 1.16  -0.048
C: -0.05 0.56 0.15  -0.484
C: -1.32 -0.28 -0.06  -0.034
C: -0.07 -0.93 0.43  -0.188
C: 0.99 -1.34 -0.60  -0.175
N: 0.73 -0.50 -1.75  -0.061
C: 0.52 0.77 -1.21  0.049
H: 1.02 1.83 1.47  0.080
H: -0.61 1.44 2.04  0.080
H: -0.38 2.59 0.71  0.080
H: -2.09 -0.10 0.68  0.113
H: -1.74 -0.45 -1.06  0.101
H: -0.05 -1.35 1.43  0.139
H: 1.26 -2.37 -0.80  0.112
H: -0.08 -0.69 -2.34  0.119
H: 1.90 -0.83 -0.24  0.119

| no. | DFT total energy (Eh) |
| --- | --- |
| 1 | -345.50087 |
| 2 | -382.98439 |
| 3 | -288.61538 |